w | Below is the molecule C16H17ClN2OS, with properties calculated with the ωB97M-V functional and the def2-TZVPD basis.

Calculated values
Structure (SMILES): O=C(c1csc(Cc2ccc(Cl)cc2)n1)N1CCCCC1
Highest occupied orbital energy in eV: -8.95

Last column: Löwdin charge in e.
CARTESIAN COORDINATES (ANGSTROEM)
O  2.999  1.806  -1.650  0.05
C  2.177  1.052  -1.146  -0.41
N  2.396  -0.274  -1.042  -0.05
C  1.526  -1.256  -0.446  -0.16
H  1.582  -2.156  -1.067  0.13
C  1.996  -1.566  0.984  -0.17
C  3.516  -1.385  1.077  -0.19
C  4.168  -1.769  -0.249  -0.17
C  3.722  -0.784  -1.338  -0.14
H  3.719  -1.268  -2.322  0.13
H  4.390  0.079  -1.387  0.12
H  5.254  -1.744  -0.164  0.11
H  3.879  -2.789  -0.511  0.11
H  3.919  -1.990  1.890  0.11
H  3.750  -0.340  1.290  0.12
H  1.501  -0.891  1.683  0.09
H  1.717  -2.589  1.240  0.11
H  0.498  -0.900  -0.445  0.10
C  0.888  1.609  -0.658  -0.27
C  0.402  2.791  -1.140  -0.32
S  -1.041  3.237  -0.334  1.07
C  -0.882  1.782  0.638  -0.56
N  0.140  1.068  0.345  0.09
C  -1.915  1.408  1.642  -0.14
C  -3.065  0.757  0.913  -0.24
C  -2.998  -0.585  0.562  -0.03
C  -4.023  -1.183  -0.147  -0.10
C  -5.125  -0.426  -0.515  -0.68
C  -5.205  0.916  -0.182  -0.10
C  -4.172  1.501  0.527  -0.04
H  -4.230  2.549  0.783  0.11
H  -6.066  1.496  -0.475  0.11
Cl  -6.413  -1.166  -1.399  0.67
H  -3.970  -2.226  -0.416  0.11
H  -2.133  -1.167  0.848  0.12
H  -2.258  2.297  2.172  0.12
H  -1.471  0.707  2.350  0.13
H  0.826  3.399  -1.912  0.08



x | Below is the molecule C16H17ClN2OS, with properties calculated with the ωB97M-V functional and the def2-TZVPD basis.

Calculated values
Structure (SMILES): O=C(c1csc(Cc2ccc(Cl)cc2)n1)N1CCCCC1
Highest occupied orbital energy in eV: -8.93

Last column: Löwdin charge in e.
CARTESIAN COORDINATES (ANGSTROEM)
O  1.667  3.067  -1.538  0.05
C  1.328  2.075  -0.906  -0.40
N  1.955  1.704  0.228  -0.04
C  1.665  0.569  1.071  -0.16
H  0.740  0.096  0.749  0.09
C  2.822  -0.431  1.012  -0.18
C  4.123  0.252  1.429  -0.21
C  4.360  1.485  0.560  -0.17
C  3.152  2.417  0.631  -0.14
H  3.273  3.269  -0.039  0.12
H  3.018  2.780  1.656  0.13
H  5.252  2.020  0.890  0.11
H  4.510  1.179  -0.477  0.12
H  4.960  -0.442  1.334  0.11
H  4.054  0.554  2.477  0.11
H  2.607  -1.275  1.669  0.11
H  2.911  -0.805  -0.009  0.12
H  1.547  0.931  2.100  0.13
C  0.167  1.283  -1.396  -0.27
C  -0.737  1.843  -2.254  -0.32
S  -1.921  0.705  -2.732  1.08
C  -1.095  -0.487  -1.741  -0.56
N  -0.064  -0.033  -1.129  0.08
C  -1.625  -1.870  -1.595  -0.14
C  -2.804  -1.831  -0.654  -0.24
C  -4.099  -1.734  -1.144  -0.04
C  -5.177  -1.653  -0.282  -0.10
C  -4.955  -1.664  1.085  -0.68
C  -3.669  -1.751  1.593  -0.10
C  -2.600  -1.831  0.720  -0.03
H  -1.595  -1.895  1.109  0.12
H  -3.508  -1.755  2.660  0.11
Cl  -6.298  -1.566  2.170  0.67
H  -6.183  -1.582  -0.666  0.11
H  -4.270  -1.720  -2.211  0.11
H  -0.833  -2.500  -1.188  0.13
H  -1.933  -2.253  -2.569  0.12
H  -0.748  2.851  -2.614  0.08



Which of them is least stable? Easy: w.



w | Below is an isolated ion of composition C2H3N2OS and charge +1, with properties calculated with the ωB97M-V functional and the def2-TZVPD basis.

Calculated values
Charge: +1
Structure (SMILES): O=[N+]1CSC=N1
Highest occupied orbital energy (spin up / spin down) in eV: -15.95 / -15.95

Last column: Löwdin charge in e.
CARTESIAN COORDINATES (ANGSTROEM)
C  0.871  -1.273  0.009  -0.41
C  -0.106  1.110  -0.013  -0.04
N  -0.433  -1.218  0.003  0.09
N  -0.984  -0.044  -0.015  -0.29
O  -2.163  0.130  -0.001  0.23
S  1.802  0.126  -0.010  1.07
H  1.326  -2.255  0.035  0.11
H  -0.147  1.723  -0.910  0.12
H  -0.166  1.700  0.903  0.12



x | Below is an isolated ion of composition C2H3N2OS and charge +1, with properties calculated with the ωB97M-V functional and the def2-TZVPD basis.

Calculated values
Charge: +1
Structure (SMILES): O=[n+]1[nH]ccs1
Highest occupied orbital energy in eV: -14.68

Last column: Löwdin charge in e.
CARTESIAN COORDINATES (ANGSTROEM)
C  -0.103  0.020  0.024  -0.10
C  0.491  1.239  -0.052  -0.31
N  0.841  -0.960  -0.013  0.11
N  2.093  -0.479  -0.001  -0.51
O  3.093  -1.195  -0.036  0.05
S  2.213  1.185  0.036  1.28
H  -1.077  -0.356  -0.009  0.13
H  -0.115  2.188  -0.137  0.13
H  0.618  -1.952  0.200  0.23



y | Below is an isolated ion of composition C2H3N2OS and charge +1, with properties calculated with the ωB97M-V functional and the def2-TZVPD basis.

Calculated values
Charge: +1
Highest occupied orbital energy (spin up / spin down) in eV: -15.50 / -15.10

Last column: Löwdin charge in e.
CARTESIAN COORDINATES (ANGSTROEM)
C  0.205  -0.071  -0.379  -0.30
C  1.243  -0.023  0.532  -0.27
N  -0.005  0.628  -1.382  0.21
N  2.911  1.631  -0.955  -0.33
O  2.611  2.029  -2.035  0.18
S  2.777  0.518  0.121  1.20
H  -0.241  -1.000  -0.084  0.14
H  1.029  -0.229  1.574  0.11
H  -0.755  0.406  -1.940  0.06



Which of them is least stable? Easy: y.



w | Below is a 2-piece molecular cluster, C4H7O2 overall, with properties calculated with the ωB97M-V functional and the def2-TZVPD basis.

Calculated values
Charge: -1
Highest occupied orbital energy in eV: -4.12

Last column: Löwdin charge in e.
CARTESIAN COORDINATES (ANGSTROEM)
C  -1.143  -0.911  0.118  -0.13
C  0.055  -0.517  -0.676  -0.23
C  0.525  -1.208  -1.726  -0.05
H  -1.876  -0.099  0.055  0.07
H  -1.665  -1.766  -0.334  0.06
H  -0.905  -1.080  1.163  0.06
H  0.642  0.314  -0.318  0.05
H  1.488  -0.932  -2.142  0.03
H  0.052  -2.121  -2.079  0.03
O  0.221  0.976  1.838  -0.15
C  0.726  2.068  1.489  -0.66
O  0.946  2.458  0.322  -0.15
H  0.933  2.817  2.289  0.08



x | Below is an isolated ion of composition C4H7O2 and charge -1, with properties calculated with the ωB97M-V functional and the def2-TZVPD basis.

Calculated values
Charge: -1
Structure (SMILES): [O-]/C=C\CCO
Highest occupied orbital energy in eV: -2.21

Last column: Löwdin charge in e.
CARTESIAN COORDINATES (ANGSTROEM)
O  -0.814  0.280  1.459  -0.23
C  -1.483  -0.504  0.656  -0.44
C  -1.260  -0.550  -0.692  -0.20
C  0.001  0.106  -1.214  -0.26
C  1.267  -0.272  -0.490  -0.27
O  1.858  0.765  0.349  -0.14
H  -1.973  -1.301  1.231  0.07
H  1.266  0.686  1.118  0.04
H  -1.900  -1.063  -1.394  0.03
H  -0.268  1.177  -1.137  0.10
H  0.073  0.215  -2.302  0.08
H  2.021  -0.441  -1.267  0.10
H  1.104  -1.082  0.226  0.11



Which of them is least stable? Easy: x.



w | Below is the molecule C3H8N2OS, with properties calculated with the ωB97M-V functional and the def2-TZVPD basis.

Calculated values
Structure (SMILES): CO/C(=N\N)SC
Highest occupied orbital energy in eV: -7.91

Last column: Löwdin charge in e.
CARTESIAN COORDINATES (ANGSTROEM)
C  0.137  -0.201  2.344  -0.05
C  -0.152  0.384  0.056  -0.79
C  1.280  0.964  -2.215  -0.37
H  1.095  0.302  2.560  0.09
H  -0.566  -0.255  3.178  0.09
H  0.210  -1.230  1.935  0.09
H  0.879  1.629  -2.978  0.03
H  2.378  0.923  -2.348  0.04
H  0.857  -0.010  -2.257  0.00
H  -2.157  -1.750  -0.916  0.11
H  -2.127  -0.997  0.616  0.06
N  -0.654  -0.537  -0.655  -0.05
N  -1.578  -1.380  -0.111  0.00
O  -0.553  0.573  1.329  -0.19
S  0.950  1.584  -0.539  0.92



x | Below is the molecule C3H8N2OS, with properties calculated with the ωB97M-V functional and the def2-TZVPD basis.

Calculated values
Structure (SMILES): NC(=O)NCCS
Highest occupied orbital energy in eV: -9.32

Last column: Löwdin charge in e.
CARTESIAN COORDINATES (ANGSTROEM)
C  0.148  -0.878  0.022  -0.31
C  -0.793  -0.760  -1.188  -0.54
S  -2.224  -1.879  -0.964  0.70
N  1.333  -0.074  -0.013  0.05
C  1.426  1.156  0.658  -0.62
N  0.277  1.688  1.138  0.17
O  2.502  1.709  0.745  0.04
H  -0.385  -0.793  0.969  0.11
H  0.422  -1.943  0.096  0.11
H  -0.363  -0.813  -2.181  0.07
H  -1.312  0.206  -1.170  0.05
H  -2.623  -1.416  0.201  -0.16
H  1.962  -0.121  -0.794  0.14
H  0.245  2.627  1.522  0.12
H  -0.615  1.291  0.960  0.07



y | Below is the molecule C3H8N2OS, with properties calculated with the ωB97M-V functional and the def2-TZVPD basis.

Calculated values
Structure (SMILES): CO/N=C\NSC
Highest occupied orbital energy in eV: -8.70

Last column: Löwdin charge in e.
CARTESIAN COORDINATES (ANGSTROEM)
C  -1.497  1.704  -0.484  -0.38
C  0.691  -0.479  1.690  -0.28
C  1.088  -1.491  -1.542  -0.11
H  -2.458  1.677  -1.026  0.03
H  -1.399  2.737  -0.141  0.02
H  -0.634  1.413  -1.110  0.03
H  -0.281  1.077  2.580  0.06
H  1.134  -0.734  2.630  0.11
H  0.562  -1.224  -2.457  0.08
H  0.805  -2.542  -1.302  0.09
H  2.172  -1.410  -1.675  0.08
N  -0.257  0.536  1.744  -0.35
N  1.197  -1.107  0.697  0.04
O  0.624  -0.649  -0.504  -0.27
S  -1.746  0.494  0.899  0.83



Which of them is least stable? Easy: y.